Formula: C22H42LaNP3SSe
Source: OMol25
Level of theory: ωB97M-V/def2-TZVPD

Last column: Löwdin charge in e.
Atoms and positions in Å:
1 La -1.4434 0.4748 -1.3570  1.308
2 P -1.7293 -1.8795 0.4357  0.656
3 P 1.1704 -0.2823 1.3482  0.748
4 P 1.0376 -1.0246 -2.1860  0.647
5 H -3.8036 2.8709 -4.3646  0.112
6 C -3.4396 1.8421 -4.2402  0.109
7 C -2.8224 1.3206 -3.1438  -0.292
8 H -2.7557 1.9572 -2.2049  -0.038
9 C -3.1148 -1.5333 1.5759  -0.277
10 C -0.8898 -3.3026 1.2161  -0.244
11 C -2.6118 -2.7057 -1.0017  -0.261
12 C 2.3398 1.0951 1.7182  -0.288
13 C 0.3437 -0.2355 2.9927  -0.277
14 C 2.3376 -1.6628 1.7149  -0.267
15 C 0.8895 -1.0802 -4.0113  -0.269
16 C 1.3138 -2.7963 -1.7900  -0.251
17 C 2.7693 -0.4593 -2.0163  -0.248
18 H -3.6336 1.1795 -5.0800  0.101
19 H -2.6612 0.1931 -3.1872  0.030
20 H -3.7441 -0.7260 1.1664  0.021
21 H -2.8014 -1.2397 2.5920  0.046
22 H -3.6927 -2.4672 1.6261  0.066
23 H -0.4468 -3.0375 2.1845  0.039
24 H -0.0859 -3.6583 0.5595  0.035
25 H -1.5909 -4.1366 1.3784  0.080
26 H -3.0535 -1.9204 -1.6474  0.011
27 H -3.3928 -3.4064 -0.6709  0.075
28 H -1.8835 -3.2815 -1.5885  0.042
29 H 3.0313 0.8293 2.5308  0.065
30 H 1.7542 1.9686 2.0243  0.029
31 H 2.9416 1.3557 0.8410  0.022
32 H 1.1244 -0.2341 3.7666  0.070
33 H -0.3148 -1.0956 3.1564  0.026
34 H -0.2419 0.6850 3.0809  -0.002
35 H 2.8477 -1.3805 2.6451  0.058
36 H 3.0789 -1.7542 0.9124  0.035
37 H 1.8302 -2.6244 1.8598  0.038
38 H 1.8668 -1.4558 -4.3522  0.061
39 H 0.7024 -0.0882 -4.4543  0.042
40 H 0.0888 -1.7776 -4.3043  0.057
41 H 2.0091 -3.1861 -2.5460  0.074
42 H 0.3997 -3.4057 -1.7990  0.034
43 H 1.7752 -2.8617 -0.7965  0.029
44 H 3.3644 -0.9377 -2.8090  0.073
45 H 3.1448 -0.7805 -1.0350  0.030
46 H 2.8335 0.6333 -2.1132  0.015
47 C 0.5630 3.3857 -2.9971  -0.520
48 C -0.6271 3.8224 -3.5972  -0.143
49 C -0.7156 3.9446 -4.9925  -0.071
50 C 0.3538 3.5875 -5.8105  -0.042
51 C 1.5538 3.1960 -5.2091  -0.043
52 C 1.6582 3.0959 -3.8138  -0.129
53 Se 0.6944 2.9093 -1.0523  0.784
54 H 2.1556 2.5217 -0.9893  -0.081
55 H -1.4992 4.0271 -2.9635  0.108
56 H -1.6325 4.3475 -5.4315  0.121
57 H 0.2071 3.6234 -6.8935  0.129
58 H 2.4076 2.9704 -5.8399  0.123
59 H 2.6029 2.7959 -3.3516  0.099
60 S -2.9012 2.2121 0.4171  0.571
61 C -2.2653 2.3143 1.9923  -0.714
62 N -2.9038 1.6677 3.0329  0.087
63 C -2.4875 1.7531 4.3408  -0.006
64 C -1.4038 2.5386 4.6684  -0.013
65 C -0.7393 3.2201 3.6395  -0.002
66 C -1.1589 3.0894 2.3239  -0.096
67 H -3.7720 1.1834 2.8260  0.150
68 H -3.1091 1.2449 5.0736  0.153
69 H -1.1259 2.6583 5.7228  0.144
70 H 0.0695 3.8955 3.9103  0.142
71 H -0.6670 3.6465 1.5398  0.080

Values from the calculation:
**Charge**: +3
**Molar mass**: 663.44 g mol⁻¹
**ΔE to the lowest compared entry with this formula, charge and spin**: 26.5 kcal/mol
**LUMO level**: -9.40 eV
**Strongest force on any atom**: 0.1070 hartree/bohr
**HOMO**: -16.59 eV